(1)
DFT (wB97M-V/def2-TZVPD) results for 19 unconnected molecules or ions with the total composition C81H210N10O26.

Structure (ORCA input):
```
! wB97M-V def2-TZVPD RIJCOSX def2/J DEFGRID3
* xyz 0 1
C 26.773 13.482 18.619
O 27.927 12.777 18.993
C 29.123 13.549 18.743
C 30.312 12.590 18.619
N 30.482 11.806 19.890
C 31.268 10.617 19.658
C 32.787 10.864 19.822
O 33.244 11.656 18.766
C 34.616 11.952 18.821
H 26.746 13.546 17.526
H 26.610 14.482 19.072
H 25.916 12.862 18.768
H 29.255 14.291 19.575
H 29.020 14.100 17.819
H 31.264 13.161 18.553
H 30.095 11.963 17.781
H 29.514 11.538 20.170
H 30.997 10.116 18.729
H 30.975 9.926 20.481
H 33.364 9.931 19.943
H 32.886 11.367 20.782
H 35.281 11.138 18.532
H 34.875 12.450 19.755
H 34.733 12.736 18.062
C 12.411 20.066 17.731
O 13.692 20.324 17.147
C 14.504 21.190 17.973
C 15.915 21.248 17.477
N 16.578 19.890 17.434
C 17.910 20.013 16.898
C 18.577 18.663 16.850
O 19.933 18.797 16.498
C 20.544 17.520 16.517
H 11.901 20.981 18.071
H 12.534 19.394 18.608
H 11.845 19.573 16.938
H 14.615 20.707 18.956
H 14.073 22.186 18.197
H 16.530 21.806 18.195
H 15.976 21.692 16.474
H 15.989 19.251 16.910
H 18.510 20.719 17.471
H 17.882 20.528 15.918
H 18.137 18.039 16.067
H 18.441 18.094 17.770
H 20.050 16.855 15.813
H 20.407 17.115 17.533
H 21.577 17.645 16.231
C 30.872 25.724 17.880
O 29.462 25.616 17.712
C 29.065 25.888 16.447
C 27.589 25.518 16.326
N 27.306 24.164 16.702
C 27.742 23.176 15.739
C 27.648 21.726 16.252
O 28.768 21.162 16.901
C 29.169 21.818 18.063
H 31.270 26.659 17.548
H 31.431 24.907 17.491
H 31.097 25.680 18.937
H 29.708 25.292 15.745
H 29.203 26.926 16.130
H 27.150 25.703 15.352
H 26.986 26.179 16.939
H 27.688 23.986 17.638
H 28.757 23.268 15.408
H 27.009 23.208 14.924
H 27.380 21.076 15.422
H 26.736 21.618 16.794
H 28.302 22.096 18.647
H 29.698 22.766 17.826
H 29.801 21.189 18.682
C 23.183 21.119 10.246
O 24.513 21.153 10.729
C 24.540 21.267 12.124
C 25.938 20.880 12.608
N 26.803 21.953 12.156
C 28.175 21.441 12.288
C 29.196 22.438 11.826
O 29.116 22.616 10.429
C 30.147 23.319 9.841
H 22.627 22.030 10.513
H 22.608 20.248 10.583
H 23.226 21.147 9.155
H 23.808 20.670 12.622
H 24.376 22.316 12.379
H 26.202 19.928 12.154
H 25.866 20.842 13.687
H 26.501 22.182 11.209
H 28.370 20.469 11.759
H 28.435 21.283 13.344
H 30.202 22.041 12.101
H 29.085 23.376 12.348
H 29.815 23.454 8.827
H 31.110 22.843 9.927
H 30.267 24.370 10.199
C 23.475 19.446 19.257
O 22.334 19.480 20.099
C 21.099 19.690 19.404
C 20.000 20.059 20.346
N 20.179 21.429 20.941
C 19.941 22.482 19.891
C 19.734 23.858 20.452
O 19.721 24.790 19.411
C 19.733 26.087 19.979
H 24.335 19.145 19.814
H 23.651 20.439 18.886
H 23.469 18.693 18.496
H 20.868 18.805 18.780
H 21.272 20.564 18.725
H 19.856 19.362 21.143
H 18.986 20.049 19.936
H 21.099 21.519 21.331
H 19.113 22.246 19.248
H 20.750 22.519 19.160
H 20.541 24.065 21.167
H 18.763 23.902 20.949
H 18.794 26.268 20.510
H 19.754 26.885 19.240
H 20.555 26.249 20.687
C 26.637 17.262 22.178
O 27.600 17.064 21.168
C 27.604 18.192 20.249
C 28.592 17.857 19.201
N 29.925 17.739 19.753
C 30.856 17.310 18.722
C 32.112 16.710 19.332
O 31.777 15.409 19.894
C 32.890 14.700 20.446
H 25.642 17.174 21.808
H 26.836 18.149 22.772
H 26.760 16.356 22.792
H 27.918 19.095 20.795
H 26.606 18.337 19.897
H 28.599 18.708 18.522
H 28.263 16.931 18.672
H 30.019 17.153 20.576
H 31.181 18.133 18.064
H 30.368 16.652 18.006
H 32.504 17.318 20.164
H 32.953 16.622 18.653
H 33.787 14.732 19.821
H 32.561 13.669 20.620
H 33.123 15.161 21.406
C 31.259 11.127 10.539
O 30.855 12.198 11.327
C 29.842 12.940 10.710
C 29.465 14.097 11.631
N 28.440 14.887 11.087
C 27.918 15.975 11.907
C 27.329 17.023 11.051
O 26.000 16.683 10.699
C 25.425 17.357 9.631
H 30.480 10.402 10.277
H 32.072 10.622 11.087
H 31.566 11.435 9.541
H 28.906 12.386 10.688
H 30.112 13.295 9.722
H 30.350 14.653 11.951
H 29.133 13.626 12.571
H 28.686 15.220 10.146
H 28.727 16.389 12.504
H 27.141 15.602 12.564
H 27.902 17.099 10.120
H 27.389 17.964 11.583
H 25.351 18.452 9.825
H 24.415 16.974 9.467
H 25.953 17.081 8.696
C 23.380 23.143 20.752
C 24.512 23.742 19.968
C 25.824 23.244 20.571
O 27.011 23.807 20.127
C 27.422 25.006 20.736
N 24.554 23.244 18.619
H 23.254 23.618 21.710
H 23.574 22.087 21.028
H 22.447 23.222 20.206
H 24.479 24.817 20.130
H 25.964 22.173 20.302
H 25.769 23.249 21.680
H 27.795 25.692 19.988
H 28.238 24.846 21.432
H 26.541 25.527 21.187
H 23.759 23.628 18.129
H 25.420 23.512 18.173
C 20.363 22.833 15.823
C 21.743 23.191 16.269
C 22.769 22.967 15.134
O 22.944 21.576 14.739
C 23.417 20.755 15.794
N 21.640 24.669 16.674
H 19.645 23.240 16.548
H 20.156 21.809 15.587
H 20.290 23.443 14.912
H 22.134 22.631 17.121
H 23.698 23.446 15.396
H 22.423 23.477 14.227
H 23.488 19.756 15.342
H 22.739 20.630 16.639
H 24.418 20.973 16.144
H 22.490 25.065 17.059
H 21.017 24.676 17.486
C 32.714 10.516 15.089
C 31.399 11.269 15.307
C 31.605 12.798 15.410
O 30.310 13.351 15.677
C 30.303 14.790 15.605
N 30.589 10.958 14.148
H 33.176 10.742 14.125
H 32.430 9.466 14.911
H 33.345 10.636 15.946
H 30.927 10.894 16.232
H 32.033 13.229 14.496
H 32.329 13.080 16.167
H 30.617 15.190 14.648
H 30.942 15.170 16.397
H 29.280 15.154 15.791
H 31.003 11.405 13.334
H 29.677 11.364 14.241
C 20.648 13.753 15.893
C 21.406 12.766 14.927
C 20.838 12.692 13.519
O 22.836 13.154 14.954
H 20.488 14.710 15.382
H 21.214 13.770 16.826
H 19.679 13.365 16.169
H 21.376 11.773 15.355
H 19.903 12.163 13.608
H 21.493 12.207 12.794
H 20.710 13.699 13.128
H 22.857 14.106 14.751
C 31.955 22.483 15.480
C 31.967 20.938 15.169
C 32.369 20.045 16.346
O 30.636 20.545 14.671
H 31.314 22.855 16.284
H 31.487 22.985 14.633
H 32.995 22.781 15.528
H 32.654 20.799 14.353
H 33.390 20.276 16.617
H 32.307 18.998 16.075
H 31.793 20.217 17.246
H 30.058 20.762 15.456
C 23.172 15.524 12.184
C 23.859 16.214 13.310
C 24.016 17.682 13.065
O 23.137 15.912 14.521
H 23.047 14.458 12.411
H 23.773 15.680 11.311
H 22.186 16.002 12.017
H 24.839 15.790 13.520
H 24.619 17.770 12.150
H 24.629 18.133 13.852
H 22.982 18.033 13.008
H 23.574 16.357 15.284
C 25.747 12.470 12.056
C 25.872 11.882 13.463
C 26.325 12.785 14.608
O 24.592 11.206 13.848
H 25.246 11.759 11.380
H 26.708 12.683 11.604
H 25.186 13.407 12.081
H 26.623 11.088 13.429
H 26.299 12.187 15.537
H 25.770 13.728 14.691
H 27.339 13.108 14.328
H 24.006 11.949 14.115
C 32.295 16.932 12.001
C 31.891 18.248 12.628
C 31.394 19.306 11.655
O 30.887 17.940 13.644
H 31.464 16.511 11.448
H 32.532 16.266 12.841
H 33.135 17.086 11.325
H 32.760 18.643 13.148
H 31.381 20.285 12.121
H 30.402 19.043 11.293
H 32.110 19.359 10.860
H 30.577 18.777 14.005
C 23.687 19.927 23.689
C 23.019 21.233 24.110
C 21.935 21.185 25.185
O 24.097 22.060 24.508
H 22.984 19.272 23.128
H 23.982 19.369 24.598
H 24.521 20.167 23.043
H 22.537 21.665 23.210
H 21.570 22.236 25.252
H 22.306 20.793 26.140
H 21.062 20.695 24.864
H 23.745 22.713 25.112
C 21.859 10.935 18.283
C 23.379 11.286 18.234
C 24.218 10.175 17.579
O 23.633 12.593 17.642
H 21.246 11.800 18.579
H 21.734 10.046 18.940
H 21.482 10.611 17.296
H 23.688 11.332 19.276
H 23.921 9.277 18.127
H 25.285 10.390 17.742
H 24.026 10.063 16.524
H 23.444 12.528 16.687
C 21.404 14.930 19.732
C 22.748 15.614 19.655
C 23.754 15.014 20.750
O 23.299 15.384 18.316
H 20.650 15.503 19.190
H 21.161 14.837 20.768
H 21.430 13.949 19.296
H 22.758 16.716 19.760
H 23.355 15.156 21.744
H 24.707 15.524 20.622
H 23.848 13.977 20.526
H 23.323 14.421 18.092
C 26.701 16.357 16.021
C 25.822 17.354 16.829
C 26.060 18.790 16.492
O 24.439 17.068 16.607
H 27.763 16.669 16.091
H 26.320 16.208 15.027
H 26.656 15.347 16.474
H 26.072 17.175 17.908
H 27.130 19.015 16.652
H 25.399 19.425 17.092
H 25.853 18.927 15.435
H 24.005 16.551 17.271
*
```

Max |F| in eV Å⁻¹: 2.853
Gap between HOMO and LUMO in eV: 8.909

(2)
DFT (wB97M-V/def2-TZVPD) results for a molecular structure, C81H69InN3O6P3Te.

Structure (ORCA input):
```
! wB97M-V def2-TZVPD RIJCOSX def2/J DEFGRID3
* xyz 0 1
In 0.569 0.343 0.584
C -1.253 -3.271 2.565
N -1.778 -2.960 3.896
C -2.661 -1.797 4.100
P -2.115 -0.047 3.656
C -1.530 0.451 5.318
C -1.882 1.675 5.886
C -1.354 2.053 7.113
C -0.452 1.230 7.768
C -0.076 0.023 7.195
C -0.613 -0.366 5.979
C -3.778 0.726 3.672
C -4.688 0.538 4.713
C -5.900 1.210 4.715
C -6.213 2.089 3.684
C -5.322 2.273 2.638
C -4.113 1.590 2.635
C -2.052 -4.082 4.708
C -3.130 -4.097 5.601
C -3.354 -5.178 6.441
C -2.528 -6.289 6.407
C -1.475 -6.302 5.505
C -1.234 -5.222 4.672
P 0.216 -2.394 1.757
C 1.659 -2.674 2.821
C 2.878 -2.313 2.240
C 4.050 -2.374 2.967
C 4.019 -2.810 4.287
C 2.819 -3.196 4.860
C 1.636 -3.123 4.134
C 0.437 -3.767 0.543
C 1.167 -4.918 0.839
C 1.189 -5.980 -0.055
C 0.477 -5.908 -1.244
C -0.250 -4.766 -1.548
C -0.253 -3.698 -0.663
H -2.058 -3.146 1.834
H -0.946 -4.309 2.548
H -2.858 -1.718 5.163
H -3.608 -1.958 3.563
H -2.583 2.328 5.380
H -1.636 3.009 7.538
H -0.030 1.535 8.716
H 0.649 -0.614 7.687
H -0.308 -1.302 5.527
H -4.438 -0.119 5.538
H -6.595 1.063 5.532
H -7.151 2.629 3.702
H -5.565 2.947 1.826
H -3.414 1.736 1.820
H -3.827 -3.273 5.640
H -4.201 -5.149 7.115
H -2.705 -7.130 7.064
H -0.827 -7.168 5.440
H -0.393 -5.287 3.994
H 2.889 -1.966 1.211
H 4.983 -2.063 2.516
H 4.931 -2.837 4.869
H 2.799 -3.544 5.885
H 0.709 -3.417 4.608
H 1.721 -4.979 1.769
H 1.756 -6.870 0.187
H 0.484 -6.744 -1.933
H -0.817 -4.709 -2.469
H -0.774 -2.785 -0.916
O 2.524 6.665 2.973
C 1.346 6.311 3.136
O 0.323 6.816 3.637
C 1.034 4.863 2.577
C 0.019 4.712 1.629
C -0.288 3.450 1.178
N 0.346 2.367 1.661
C 1.317 2.502 2.562
C 1.701 3.741 3.051
C 1.972 1.229 3.105
O 2.715 1.332 4.059
O 1.608 0.135 2.508
H -0.529 5.570 1.261
H -1.057 3.281 0.437
H 2.501 3.785 3.773
C 5.213 1.800 -4.854
C 4.149 1.696 -3.790
C 4.380 2.103 -2.486
C 3.388 2.029 -1.508
C 3.663 2.241 -0.062
O 3.070 1.570 0.764
C 4.685 3.241 0.348
C 5.541 2.968 1.410
C 6.482 3.906 1.799
C 6.550 5.133 1.153
C 5.678 5.421 0.112
C 4.758 4.472 -0.301
C 2.100 1.576 -1.845
O 1.078 1.684 -1.005
C 1.919 1.041 -3.132
C 2.912 1.117 -4.088
C 0.674 0.245 -3.277
N 0.618 -0.940 -2.807
C 1.796 -1.545 -2.197
C 2.702 -2.234 -3.235
Te 1.625 -3.275 -4.794
C 2.385 -2.022 -6.327
C 3.703 -1.574 -6.332
C 4.126 -0.654 -7.283
C 3.245 -0.190 -8.251
C 1.948 -0.685 -8.289
C 1.521 -1.597 -7.333
C -0.456 0.934 -3.931
C -0.217 2.219 -4.296
C -1.208 3.100 -4.853
C -2.438 2.654 -5.122
C -2.749 1.234 -5.021
C -1.761 0.292 -4.313
H 6.018 2.463 -4.542
H 4.788 2.175 -5.787
H 5.644 0.817 -5.068
H 5.366 2.461 -2.209
H 5.465 2.014 1.919
H 7.159 3.686 2.615
H 7.274 5.873 1.471
H 5.716 6.386 -0.378
H 4.071 4.693 -1.109
H 2.728 0.716 -5.082
H 1.429 -2.290 -1.489
H 2.414 -0.812 -1.654
H 3.381 -2.932 -2.750
H 3.277 -1.472 -3.757
H 4.409 -1.938 -5.595
H 5.149 -0.296 -7.269
H 3.570 0.543 -8.978
H 1.261 -0.353 -9.060
H 0.506 -1.980 -7.351
H 0.757 2.642 -4.090
H -0.960 4.146 -4.980
H -3.229 3.331 -5.422
H -3.797 0.979 -4.944
H -1.615 -1.565 -3.284
C -3.507 -1.006 -0.644
P -2.289 0.016 -1.585
C -2.342 -0.754 -3.336
C -3.676 -1.360 -3.655
C -4.154 -1.784 -4.827
C -3.580 -1.671 -6.158
C -2.630 -0.831 -6.572
C -1.929 0.213 -5.813
C -3.268 1.547 -1.823
C -4.599 1.546 -2.239
C -5.256 2.742 -2.482
C -4.601 3.954 -2.291
C -3.284 3.964 -1.857
C -2.624 2.764 -1.623
H -4.518 -0.606 -0.691
H -3.174 -0.987 0.391
H -3.508 -2.041 -0.979
H -4.275 -1.608 -2.785
H -5.103 -2.311 -4.796
H -4.022 -2.322 -6.905
H -2.364 -0.852 -7.625
H -1.098 0.654 -6.350
H -5.123 0.612 -2.402
H -6.287 2.726 -2.815
H -5.121 4.885 -2.478
H -2.770 4.905 -1.706
H -1.589 2.765 -1.301
*
```

Max |F| in eV Å⁻¹: 2.186
Gap between HOMO and LUMO in eV: 4.688